Here is the molecule C8H8N2O2 at a distorted geometry from OMol25. Energies are from ωB97M-V with the def2-TZVPD basis set.

The geometry in XYZ format:
```
20
Properties=species:S:1:pos:R:3
C -1.56972 -2.18841 0.41282
C -1.27814 -0.71966 0.32105
C -1.57647 0.18087 -0.57557
C -1.18037 1.54813 -0.56069
C -0.03305 2.12684 -0.08692
C 1.04393 1.41954 0.46198
C 1.52826 0.27785 -0.09177
C 1.06930 -0.53814 -1.10313
N 0.77428 -1.32972 -1.87460
N 2.84044 -0.01682 0.49325
O 3.37773 -1.05979 0.25962
O 3.34491 0.84447 1.20915
H -2.42627 -2.30927 -0.25972
H -1.79863 -2.68198 1.33498
H -0.70581 -2.61713 0.03168
H -0.76032 -0.38200 1.15709
H -2.26904 -0.09530 -1.47051
H -2.04184 2.28293 -0.87135
H -0.06882 3.27625 0.09915
H 1.72963 1.98137 1.11348
```

The SMILES is C/C=C/C=C\C=C(/C#N)[N+](=O)[O-]. The value obtained for the HOMO energy (spin up / spin down) is -9.1 / -9.1 eV. The HOMO-LUMO gap (spin up / spin down) comes out at 0.2801 / 0.2801 hartree. The value obtained for the relative energy (zero: lowest compared OMol25 entry of this formula, charge and spin) is 144.05 kcal/mol.

natural (NBO) population analysis, charges in e, atoms 1 to 4:
1. C -0.652
2. C -0.066
3. C -0.301
4. C -0.086